No. 1
{
  "formula": "C32H49N6O9P2",
  "method": "ωB97M-V/def2-TZVPD",
  "de_lowest_kcal_mol": 0.0,
  "charge": 1,
  "energy_ev": -79917.43063,
  "orbital_gap_ha": 0.262,
  "symbols": ["C", "C", "C", "C", "C", "N", "C", "C", "C", "C", "C", "C", "C", "O", "C", "C", "C", "C", "N", "O", "C", "C", "C", "O", "C", "O", "N", "C", "C", "C", "C", "C", "N", "C", "N", "N", "P", "P", "O", "O", "O", "H", "H", "H", "H", "H", "H", "H", "H", "H", "H", "H", "H", "H", "H", "H", "H", "H", "H", "H", "H", "H", "H", "H", "H", "H", "H", "H", "H", "H", "H", "H", "H", "H", "H", "H", "H", "H", "H", "H", "H", "H", "H", "H", "H", "H", "C", "C", "C", "O", "C", "C", "C", "O", "H", "H", "H", "H"],
  "coordinates": [[-4.666, -0.878, -1.485], [-3.332, -0.303, -0.947], [-3.293, 1.226, -0.924], [-3.687, 1.929, -2.254], [-2.661, 3.004, -2.655], [-2.361, 3.908, -1.537], [-2.313, 5.323, -1.935], [-1.207, 6.008, -1.166], [-1.467, 6.770, -0.055], [-0.444, 7.340, 0.642], [0.858, 7.183, 0.261], [1.125, 6.444, -0.865], [0.109, 5.867, -1.554], [0.399, 5.097, -2.680], [-2.157, -0.939, -1.775], [-2.033, -0.595, -3.277], [-1.323, -1.660, -4.154], [-0.171, -2.405, -3.503], [-0.414, -3.446, -2.574], [0.978, -2.119, -3.803], [-0.995, -0.632, -0.836], [0.418, -0.307, -1.136], [1.444, -1.152, -0.366], [2.560, -0.293, -0.160], [3.609, -0.951, 0.472], [3.870, -0.709, 1.620], [-1.475, -0.696, 0.360], [-2.914, -0.979, 0.412], [-3.280, -2.481, 0.571], [-2.358, -3.210, 1.571], [-1.155, -3.935, 0.904], [0.020, -3.917, 1.918], [1.285, -4.438, 1.413], [1.429, -5.875, 1.360], [2.582, -6.374, 1.186], [0.333, -6.771, 1.454], [-3.839, -0.128, 1.839], [-2.636, -0.323, 3.626], [-2.823, -1.568, 4.363], [-1.087, -0.061, 3.267], [-3.085, 0.896, 4.593], [-5.271, -0.105, -1.961], [-4.494, -1.631, -2.253], [-5.287, -1.280, -0.684], [-2.289, 1.586, -0.668], [-3.936, 1.638, -0.150], [-4.609, 2.485, -2.068], [-3.907, 1.255, -3.080], [-3.170, 3.610, -3.411], [-1.769, 2.573, -3.130], [-1.430, 3.681, -1.208], [-2.112, 5.449, -3.008], [-3.249, 5.845, -1.724], [-2.500, 6.895, 0.249], [-0.694, 7.922, 1.522], [1.647, 7.636, 0.843], [2.156, 6.338, -1.180], [-0.075, 5.506, -3.413], [-2.200, -2.035, -1.754], [-3.052, -0.521, -3.651], [-1.518, 0.364, -3.348], [-2.018, -2.386, -4.589], [-0.882, -1.131, -4.996], [0.442, -3.702, -2.096], [-0.762, -4.277, -3.045], [0.562, 0.728, -0.790], [0.614, -0.273, -2.205], [1.049, -1.501, 0.596], [1.780, -1.989, -0.992], [4.163, -1.694, -0.125], [-0.836, -0.543, 1.140], [-4.296, -2.586, 0.939], [-3.249, -3.032, -0.375], [-2.960, -3.971, 2.070], [-1.962, -2.565, 2.358], [-0.879, -3.426, -0.024], [-1.452, -4.967, 0.729], [-0.308, -4.433, 2.822], [0.148, -2.870, 2.220], [1.514, -4.009, 0.527], [3.253, -5.606, 1.129], [-0.312, -6.548, 2.199], [-0.139, -6.907, 0.572], [-5.008, -0.857, 2.139], [-0.601, 0.289, 4.028], [-3.586, 1.518, 4.041], [9.459, 0.620, 1.967], [9.633, 0.701, 3.284], [8.491, 0.561, 4.222], [8.648, 0.637, 5.421], [7.148, 0.327, 3.635], [6.975, 0.246, 2.319], [8.116, 0.385, 1.383], [7.953, 0.309, 0.182], [10.278, 0.719, 1.266], [10.604, 0.871, 3.730], [6.328, 0.227, 4.334], [6.006, 0.076, 1.872]],
  "mulliken_charge": [-1.6817, 2.5698, -1.6767, -0.8110, -1.0760, 0.0105, -1.0716, 0.4178, -0.7865, -0.5526, -0.4539, -0.4012, 0.4910, -0.6050, -0.2193, -1.1132, -0.7753, 0.0559, -0.2208, -0.5367, -1.0767, -1.4934, -0.0843, -0.4127, 0.1518, -0.5314, 1.1167, 0.6049, -1.3060, -0.9983, 1.1560, -1.7307, -0.1579, 0.4789, -0.6537, -0.5445, -0.3847, 1.0867, -0.6478, -0.5451, -0.5395, 0.4957, 0.3567, 0.4001, 0.2742, 0.5023, 0.6206, 0.3922, 0.5819, 0.0563, 0.2950, 0.4482, 0.4132, 0.3934, 0.3679, 0.3995, 0.4409, 0.3228, 0.2601, 0.3970, 0.1569, 0.4530, 0.4753, 0.2118, 0.2734, 0.5097, 0.7569, -0.0891, 0.5509, 0.4523, 0.4347, 0.7529, 0.4299, 0.5706, 0.0225, -0.7286, 0.4941, 0.4771, 0.4030, 0.1896, 0.2638, 0.3240, 0.2788, 0.1356, 0.3832, 0.3290, -0.3812, -0.3895, 0.3337, -0.5280, -0.3905, -0.1178, 0.4387, -0.5547, 0.4158, 0.4133, 0.4331, 0.3460]
}



No. 2
{
  "formula": "C20H27MgN2O3PS",
  "method": "ωB97M-V/def2-TZVPD",
  "de_lowest_kcal_mol": 23.6,
  "energy_ev": -55868.33996,
  "orbital_gap_ha": 0.280,
  "symbols": ["C", "C", "C", "C", "C", "C", "C", "C", "N", "Mg", "C", "P", "H", "H", "H", "H", "H", "H", "H", "H", "C", "C", "H", "C", "C", "H", "H", "H", "H", "H", "H", "H", "H", "H", "H", "H", "H", "H", "H", "O", "C", "N", "S", "O", "O", "C", "C", "C", "C", "C", "C", "H", "H", "H", "H"],
  "coordinates": [[-2.881, 1.030, -3.992], [-1.887, 1.920, -3.591], [-1.173, 1.689, -2.394], [-1.491, 0.600, -1.591], [-2.468, -0.299, -1.997], [-3.172, -0.084, -3.201], [-0.123, 2.728, -2.029], [0.101, 3.179, -0.560], [-0.965, 2.831, 0.433], [-0.311, 0.846, 0.242], [-2.761, -1.501, -1.134], [-2.207, -1.112, 0.572], [-1.617, 2.809, -4.171], [-3.915, -0.816, -3.524], [-3.408, 1.221, -4.924], [-2.151, -2.343, -1.494], [-3.822, -1.786, -1.129], [0.872, 2.340, -2.330], [-0.344, 3.686, -2.529], [1.021, 2.641, -0.254], [-2.344, -2.782, 1.307], [-3.686, -0.281, 1.223], [0.294, 4.284, -0.601], [-2.329, 3.101, -0.105], [-0.762, 3.785, 1.566], [0.128, -0.309, 1.808], [-2.791, 3.939, 0.426], [-2.206, 3.422, -1.141], [-3.000, 2.238, -0.038], [-1.592, 4.501, 1.545], [-0.691, 3.356, 2.571], [0.135, 4.371, 1.344], [-4.514, -0.998, 1.243], [-3.441, 0.058, 2.239], [-3.932, 0.577, 0.590], [-3.345, -3.211, 1.148], [-1.595, -3.457, 0.864], [-2.157, -2.725, 2.389], [0.639, 0.299, 1.794], [3.155, 1.903, 0.703], [2.929, 0.888, 0.046], [1.795, 0.670, -0.724], [1.713, -0.798, -1.502], [0.625, -1.550, -0.879], [1.702, -0.687, -2.936], [3.272, -1.302, -0.839], [3.850, -2.559, -0.919], [4.957, -2.815, -0.094], [5.486, -1.820, 0.757], [4.916, -0.551, 0.776], [3.811, -0.301, -0.047], [3.438, -3.287, -1.625], [5.423, -3.796, -0.128], [6.337, -2.054, 1.404], [5.304, 0.250, 1.401]],
  "mulliken_charge": [-0.8562, -0.7861, 0.3914, 0.7393, 0.4919, -0.7200, -1.3394, -0.7714, 0.1596, 0.9257, -1.4132, 0.9521, 0.3616, 0.4174, 0.3691, 0.4099, 0.6357, 0.3902, 0.4481, 0.2977, -1.3131, -1.3810, 0.6750, -0.6533, -1.1157, 0.0489, 0.3750, 0.3240, -0.0668, 0.3601, 0.2877, 0.3924, 0.4288, 0.3529, 0.3068, 0.3910, 0.3180, 0.3959, -0.0128, -0.6994, 0.4607, -0.3882, 0.9121, -0.5754, -0.6594, 0.3680, -0.7143, -0.4586, -0.4949, -0.6243, 0.0003, 0.4373, 0.3769, 0.3754, 0.4667]
}



No. 3
{
  "formula": "C2H2OS2",
  "method": "ωB97M-V/def2-TZVPD",
  "de_lowest_kcal_mol": 9.8,
  "energy_ev": -25823.31725,
  "orbital_gap_ha": 0.309,
  "symbols": ["C", "C", "O", "S", "S", "H", "H"],
  "coordinates": [[2.029, 0.355, -0.548], [-1.639, -0.100, 0.261], [1.784, -0.226, -1.539], [-0.771, -1.431, 0.642], [2.406, 0.798, 0.893], [-1.283, 0.766, 0.747], [-2.526, -0.161, -0.457]],
  "mulliken_charge": [0.5980, -0.3513, -0.3546, -0.1635, -0.2469, 0.2748, 0.2434]
}



No. 4
{
  "formula": "C20H37F6N4O3PRuS2Si",
  "method": "ωB97M-V/def2-TZVPD",
  "multiplicity": 5,
  "charge": 2,
  "energy_ev": -91162.62760,
  "orbital_gap_ha": [0.289, 0.237],
  "symbols": ["Ru", "C", "C", "N", "N", "C", "N", "S", "C", "C", "C", "C", "C", "N", "H", "H", "H", "H", "H", "H", "H", "H", "H", "H", "C", "C", "C", "C", "O", "Si", "S", "O", "C", "C", "C", "C", "O", "C", "C", "C", "C", "H", "H", "H", "H", "H", "H", "H", "H", "H", "H", "H", "H", "H", "H", "H", "H", "H", "H", "H", "H", "H", "H", "H", "H", "H", "H", "H", "F", "P", "F", "F", "F", "F", "F"],
  "coordinates": [[0.887, 0.263, 1.584], [4.559, -0.950, 3.626], [3.167, -0.581, 3.264], [2.829, 0.330, 2.420], [3.736, 1.211, 1.872], [3.225, 2.297, 1.282], [4.044, 3.245, 0.885], [1.527, 2.470, 1.024], [2.007, -1.214, 3.923], [2.140, -2.161, 4.899], [0.990, -2.641, 5.527], [-0.239, -2.143, 5.157], [-0.300, -1.188, 4.151], [0.798, -0.727, 3.552], [5.309, -0.505, 2.979], [4.655, -2.033, 3.535], [4.774, -0.681, 4.664], [4.714, 1.128, 2.093], [5.038, 3.223, 1.054], [3.671, 4.061, 0.420], [3.115, -2.543, 5.175], [1.069, -3.402, 6.293], [-1.153, -2.483, 5.628], [-1.246, -0.786, 3.816], [2.736, 0.519, -1.970], [1.312, 0.329, -2.453], [0.875, 1.497, -3.322], [1.161, -0.992, -3.185], [0.466, 0.342, -1.215], [-1.168, 0.319, -1.145], [-1.284, 0.570, 1.129], [-1.820, -1.054, -1.532], [-3.150, -1.612, -1.827], [-4.072, -1.249, -0.675], [-3.625, -1.024, -3.142], [-2.948, -3.109, -1.920], [-1.902, 1.605, -1.700], [-2.440, 2.943, -1.464], [-2.638, 3.557, -2.835], [-3.757, 2.801, -0.727], [-1.428, 3.730, -0.651], [3.416, 0.410, -2.814], [2.996, -0.240, -1.227], [2.872, 1.522, -1.557], [1.548, 1.588, -4.175], [0.902, 2.432, -2.755], [-0.139, 1.354, -3.710], [1.806, -0.983, -4.066], [0.132, -1.149, -3.518], [1.446, -1.828, -2.549], [-4.228, -0.165, -0.626], [-3.651, -1.598, 0.275], [-5.043, -1.727, -0.808], [-3.683, 0.067, -3.081], [-4.617, -1.410, -3.383], [-2.945, -1.298, -3.953], [-2.564, -3.507, -0.978], [-2.233, -3.349, -2.709], [-3.898, -3.594, -2.147], [-3.299, 2.930, -3.437], [-1.681, 3.658, -3.353], [-3.090, 4.547, -2.740], [-4.466, 2.223, -1.321], [-4.190, 3.786, -0.540], [-3.616, 2.303, 0.239], [-0.484, 3.823, -1.197], [-1.244, 3.241, 0.316], [-1.810, 4.730, -0.445], [1.750, -1.607, 0.671], [0.856, -3.112, 0.847], [0.000, -4.401, 1.087], [1.586, -3.250, 2.274], [-0.278, -2.145, 1.594], [0.162, -2.776, -0.534], [2.056, -3.832, 0.134]],
  "mulliken_spin": [2.7792, -0.0047, 0.0194, -0.0198, 0.0194, 0.0035, 0.0150, 0.1106, -0.0018, 0.0148, 0.0044, 0.0097, 0.0264, 0.0713, 0.0002, 0.0010, 0.0025, -0.0015, -0.0008, 0.0009, 0.0015, 0.0000, 0.0003, -0.0072, 0.0077, 0.0055, 0.0041, 0.0013, -0.0595, 0.0080, 0.7865, 0.0638, -0.0039, 0.0038, 0.0013, 0.0011, 0.0474, 0.0089, 0.0035, -0.0088, 0.0100, 0.0002, -0.0014, 0.0034, 0.0007, 0.0017, -0.0013, 0.0006, -0.0004, -0.0003, -0.0021, 0.0048, -0.0009, 0.0001, -0.0005, 0.0001, 0.0003, -0.0004, -0.0002, -0.0003, -0.0009, 0.0009, 0.0006, 0.0000, 0.0041, -0.0025, -0.0023, 0.0037, 0.0507, -0.0029, 0.0004, 0.0009, 0.0165, -0.0001, 0.0021]
}